63
Properties=species:S:1:pos:R:3:mulliken_charge:R:1 method="wB97M-V/def2-TZVPD" total_energy_ha=-3496.2658 gap_ev="5.6 / 4.5" e_above_lowest_kcal_mol=0.0 fmax_ev_per_a=3.0 homo_energy_ev="-20.1084 / -20.0857" charge=+4 spin_multiplicity=3
W -0.806 0.272 1.092 0.46
C -2.610 0.899 2.546 -0.45
C -1.914 -0.238 3.063 -0.44
C -0.567 -0.077 3.502 -0.68
C 0.148 1.067 3.144 -0.29
C -0.504 2.122 2.417 -0.38
C -1.912 2.076 2.243 -0.71
H -3.698 0.884 2.525 0.75
H -2.492 -1.088 3.423 0.69
H -0.132 -0.811 4.180 0.58
H 1.155 1.240 3.528 0.63
H 0.019 3.071 2.282 0.67
H -2.436 2.993 1.975 0.50
C 5.952 0.816 2.083 -0.56
C 5.660 1.599 0.974 -0.76
C 4.384 1.566 0.429 -0.57
C 3.438 0.694 0.972 1.08
C 3.726 -0.104 2.076 -0.15
C 5.013 -0.068 2.601 -0.77
As 1.593 0.791 0.189 1.06
C 0.771 -1.005 -0.012 -0.04
C 0.271 -1.844 1.041 -0.24
C -0.375 -3.049 0.655 -0.96
C -0.490 -3.406 -0.681 -0.96
C 0.107 -2.641 -1.684 -0.73
C 0.757 -1.445 -1.373 1.65
C 1.430 -0.556 -2.308 -0.13
C 1.751 -0.837 -3.641 -0.81
C 2.359 0.127 -4.432 -0.87
C 2.617 1.395 -3.931 -0.81
C 2.374 1.679 -2.583 -0.60
C 1.833 0.696 -1.770 0.55
H 6.915 0.927 2.578 0.43
H 6.394 2.276 0.563 0.45
H 4.135 2.202 -0.418 0.19
H 2.992 -0.786 2.493 0.29
H 5.265 -0.700 3.445 0.45
H 0.746 -1.850 2.031 0.75
H -0.715 -3.733 1.420 0.61
H -0.980 -4.329 -0.954 0.56
H 0.092 -3.000 -2.702 0.56
H 1.581 -1.825 -4.042 0.49
H 2.638 -0.117 -5.449 0.48
H 3.018 2.169 -4.571 0.49
H 2.588 2.671 -2.199 0.57
C -4.121 1.220 -0.593 -1.99
C -3.629 -0.212 -0.773 1.26
C -4.219 -1.176 0.262 -1.39
C -3.900 -0.679 -2.200 -1.71
N -2.099 -0.279 -0.582 0.56
N -1.379 0.901 -0.929 -0.34
H -5.210 1.199 -0.542 0.47
H -3.904 1.853 -1.453 0.60
H -3.768 1.687 0.328 0.39
H -4.986 -1.789 -0.205 0.47
H -4.701 -0.660 1.088 0.32
H -3.465 -1.861 0.659 0.21
H -4.942 -0.493 -2.452 0.50
H -3.724 -1.748 -2.315 0.51
H -3.302 -0.131 -2.930 0.35
H -1.834 -1.070 -1.199 0.28
H -2.054 1.686 -1.067 0.32
H -0.850 0.827 -1.820 0.19